{
  "formula": "C12H27F6NO12PbS2",
  "method": "wB97M-V/def2-TZVPD",
  "lumo_ev": 0.474,
  "homo_lumo_gap_ha": 0.3706,
  "e_tot_ev": -82164.70785,
  "elements": ["Pb", "C", "F", "F", "F", "S", "O", "O", "O", "C", "F", "F", "F", "S", "O", "O", "O", "C", "O", "C", "C", "N", "C", "C", "O", "C", "H", "H", "H", "H", "H", "H", "H", "H", "H", "H", "H", "H", "H", "H", "H", "C", "C", "O", "O", "H", "H", "H", "H", "H", "H", "C", "C", "O", "O", "H", "H", "H", "H", "H", "H"],
  "xyz": [[-9.195, -3.879, 13.034], [-9.571, -6.939, 16.738], [-10.532, -7.186, 17.576], [-8.553, -6.308, 17.389], [-9.120, -8.125, 16.354], [-10.268, -6.039, 15.330], [-11.103, -7.009, 14.676], [-10.827, -4.824, 15.824], [-9.024, -5.808, 14.514], [-5.899, 0.240, 12.155], [-5.550, 0.380, 13.502], [-5.995, 1.391, 11.610], [-4.893, -0.402, 11.562], [-7.489, -0.627, 11.945], [-7.111, -2.067, 11.980], [-8.348, -0.264, 13.105], [-7.955, -0.198, 10.644], [-11.120, -6.588, 11.488], [-11.170, -5.199, 11.890], [-12.515, -4.746, 12.069], [-12.439, -3.247, 12.390], [-11.442, -2.925, 13.453], [-11.293, -1.526, 13.689], [-12.457, -0.732, 14.232], [-12.844, -1.348, 15.418], [-13.697, -0.601, 16.305], [-10.062, -6.863, 11.320], [-11.637, -6.653, 10.498], [-11.551, -7.315, 12.275], [-12.944, -5.326, 12.873], [-12.949, -4.911, 11.080], [-13.414, -2.947, 12.683], [-12.052, -2.776, 11.479], [-11.757, -3.398, 14.303], [-11.111, -1.006, 12.756], [-10.498, -1.291, 14.349], [-13.314, -0.668, 13.535], [-11.993, 0.311, 14.272], [-13.484, -1.097, 17.279], [-14.678, -0.840, 15.921], [-13.406, 0.427, 16.273], [-8.715, -4.055, 9.155], [-10.041, -3.499, 9.562], [-9.894, -2.528, 10.614], [-7.966, -4.421, 10.349], [-8.075, -3.347, 8.663], [-8.887, -4.973, 8.623], [-10.610, -4.293, 10.065], [-10.615, -3.081, 8.705], [-9.382, -1.764, 10.352], [-7.614, -3.617, 10.703], [-7.639, -2.711, 15.985], [-6.332, -3.088, 15.284], [-6.670, -4.068, 14.198], [-8.622, -2.235, 15.093], [-7.487, -2.096, 16.888], [-8.132, -3.641, 16.222], [-5.672, -3.687, 15.891], [-5.763, -2.208, 14.907], [-6.192, -3.752, 13.412], [-8.306, -1.509, 14.485]],
  "nbo_charge": [1.57, 0.70, -0.30, -0.32, -0.31, 2.34, -0.95, -0.96, -1.08, 0.71, -0.34, -0.28, -0.31, 2.31, -1.05, -0.98, -0.96, -0.27, -0.62, -0.07, -0.25, -0.74, -0.26, -0.07, -0.56, -0.25, 0.21, 0.17, 0.23, 0.20, 0.19, 0.20, 0.23, 0.42, 0.21, 0.24, 0.15, 0.18, 0.20, 0.18, 0.18, -0.10, -0.10, -0.78, -0.74, 0.19, 0.19, 0.21, 0.18, 0.51, 0.49, -0.09, -0.11, -0.76, -0.79, 0.19, 0.21, 0.20, 0.19, 0.49, 0.52]
}



{
  "formula": "C3H4GaO3",
  "method": "wB97M-V/def2-TZVPD",
  "lumo_ev": [-18.071, -19.736],
  "total_charge": 3,
  "homo_lumo_gap_ha": [0.3579, 0.2209],
  "e_tot_ev": -61651.50045,
  "elements": ["C", "C", "O", "C", "O", "O", "H", "H", "H", "Ga", "H"],
  "xyz": [[-0.983, 1.206, 0.640], [-0.710, -0.012, 1.134], [-0.362, -1.096, 0.337], [0.608, -1.063, -0.534], [1.104, 0.086, -0.941], [0.927, -2.047, -1.201], [0.622, 0.955, -0.508], [-0.676, -0.273, 2.192], [-1.511, 1.282, -0.315], [2.104, -1.043, -2.177], [-1.121, 2.004, 1.373]],
  "nbo_charge": [-0.16, 0.42, -0.35, 1.04, -0.73, -0.57, 0.60, 0.34, 0.32, 1.75, 0.35]
}